1.
This record from OMol25 describes a structure of composition C56H53IN5O2P2PtSSb. The level of theory is ωB97M-V with the def2-TZVPD basis set.

```
! RIJCOSX wB97M-V def2-TZVPD def2/J DEFGRID3
* xyz 2 5
Pt 0.717 0.731 -0.180
N -6.909 -3.158 2.415
C -5.660 -2.657 2.231
C -4.745 -3.307 1.383
C -3.482 -2.798 1.186
C -3.101 -1.619 1.823
C -3.986 -0.979 2.690
C -5.253 -1.485 2.888
S -1.531 -0.904 1.524
O -1.393 0.179 2.492
O -0.511 -1.924 1.528
N -1.557 -0.132 0.095
C -1.446 -0.816 -1.091
N -2.346 -1.689 -1.536
C -2.124 -2.216 -2.734
C -1.025 -1.891 -3.524
C -0.133 -0.989 -2.993
N -0.350 -0.459 -1.787
H -7.178 -4.035 2.008
H -7.541 -2.738 3.070
H -5.038 -4.227 0.894
H -2.787 -3.317 0.541
H -3.669 -0.096 3.230
H -5.933 -0.988 3.570
H -2.862 -2.930 -3.083
H -0.874 -2.336 -4.496
H 0.770 -0.685 -3.508
C 4.507 -0.361 -1.955
N 3.479 0.150 -1.042
P 2.586 1.585 -1.233
C 3.413 2.883 -0.294
C 4.721 2.788 0.157
C 5.264 3.811 0.927
C 4.498 4.920 1.253
C 3.187 5.022 0.802
C 2.641 4.008 0.027
C 2.626 2.124 -2.950
C 3.804 2.612 -3.520
C 3.803 3.054 -4.832
C 2.626 3.032 -5.573
C 1.447 2.571 -5.004
C 1.445 2.117 -3.693
P 2.521 -0.756 0.067
C 2.540 -2.489 -0.411
C 1.397 -3.129 -0.885
C 1.446 -4.472 -1.227
C 2.631 -5.180 -1.098
C 3.770 -4.555 -0.602
C 3.724 -3.218 -0.247
C 3.349 -0.684 1.657
C 4.693 -0.343 1.776
C 5.291 -0.332 3.028
C 4.548 -0.662 4.153
C 3.208 -1.008 4.033
C 2.602 -1.020 2.786
H 4.339 0.022 -2.961
H 4.451 -1.446 -1.997
H 5.510 -0.075 -1.635
H 5.313 1.913 -0.080
H 6.285 3.736 1.277
H 4.923 5.709 1.860
H 2.591 5.890 1.054
H 1.624 4.097 -0.344
H 4.716 2.659 -2.935
H 4.716 3.427 -5.277
H 2.629 3.388 -6.595
H 0.529 2.572 -5.578
H 0.525 1.772 -3.233
H 0.461 -2.597 -0.933
H 0.552 -4.969 -1.579
H 2.666 -6.228 -1.362
H 4.687 -5.114 -0.479
H 4.603 -2.745 0.174
H 5.271 -0.088 0.895
H 6.337 -0.072 3.125
H 5.017 -0.654 5.128
H 2.634 -1.270 4.912
H 1.557 -1.298 2.686
I 0.792 2.274 2.018
C -2.318 2.753 4.358
C -3.790 2.967 4.126
C -4.587 3.400 5.184
C -5.948 3.608 5.029
C -6.558 3.372 3.803
C -5.792 2.935 2.738
C -4.415 2.757 2.894
Sb -3.372 2.126 1.162
C -2.236 3.780 0.492
C -2.020 4.795 1.421
C -1.233 5.888 1.096
C -0.654 5.956 -0.164
C -0.884 4.950 -1.094
C -1.677 3.846 -0.790
C -1.917 2.793 -1.839
C -4.872 1.647 -0.256
C -5.084 0.298 -0.527
C -6.033 -0.076 -1.464
C -6.758 0.901 -2.130
C -6.542 2.243 -1.854
C -5.599 2.650 -0.912
C -5.414 4.124 -0.649
H -2.150 2.250 5.311
H -1.783 3.704 4.396
H -1.867 2.129 3.586
H -4.125 3.569 6.150
H -6.539 3.944 5.871
H -7.623 3.519 3.680
H -6.268 2.726 1.786
H -2.485 4.747 2.398
H -1.084 6.682 1.815
H -0.043 6.808 -0.436
H -0.456 5.029 -2.087
H -1.563 3.134 -2.811
H -2.976 2.543 -1.936
H -1.392 1.870 -1.587
H -4.504 -0.466 -0.025
H -6.201 -1.125 -1.668
H -7.503 0.620 -2.864
H -7.123 2.998 -2.370
H -4.697 4.565 -1.345
H -5.059 4.332 0.361
H -6.358 4.654 -0.775
*
```

E_HOMO (alpha / beta): -11.81 / -12.12 eV
Energy: -4327.69627 Eh
HOMO-LUMO gap (alpha / beta): 7.5 / 4.7 eV
E_LUMO (alpha / beta): -4.3 / -7.5 eV
Energy above the lowest of the compared OMol25 structures with the same formula, charge and spin: 0.0 kcal per mole

***

2.
This record from OMol25 describes the molecule C28H32N2O5. The level of theory is ωB97M-V with the def2-TZVPD basis set.

```
! RIJCOSX wB97M-V def2-TZVPD def2/J DEFGRID3
* xyz 0 1
C 1.527 2.134 -0.187
C 1.150 1.379 -1.458
O 0.256 0.300 -1.247
C 0.805 -0.890 -0.780
O 1.247 -0.797 0.558
C 0.236 -0.750 1.493
C 0.642 -0.204 2.821
O -0.169 0.070 3.686
N 1.975 -0.055 2.963
C 2.575 0.623 4.091
C 3.061 1.991 3.684
C 4.414 2.298 3.648
C 4.837 3.548 3.228
C 3.912 4.497 2.830
C 2.560 4.196 2.860
C 2.137 2.951 3.286
C -1.016 -1.134 1.253
C -1.469 -1.658 -0.071
C -2.377 -0.675 -0.749
C -2.575 0.624 -0.429
N -3.465 1.222 -1.310
C -3.873 2.542 -1.309
C -3.270 3.399 -0.223
O -4.653 2.972 -2.126
C -3.855 0.249 -2.230
C -4.726 0.323 -3.304
C -4.925 -0.827 -4.047
C -4.278 -2.019 -3.730
C -3.409 -2.095 -2.661
C -3.190 -0.951 -1.903
C -0.249 -1.994 -0.958
C 0.326 -3.372 -0.612
C 1.326 -3.888 -1.644
C 1.759 -5.323 -1.332
O 2.741 -5.798 -2.219
H 2.058 3.046 -0.448
H 0.632 2.395 0.371
H 2.167 1.532 0.452
H 2.056 1.014 -1.963
H 0.610 2.042 -2.140
H 1.726 -1.127 -1.341
H 2.557 -0.262 2.166
H 3.400 0.020 4.483
H 1.792 0.704 4.850
H 5.139 1.559 3.956
H 5.892 3.779 3.209
H 4.243 5.470 2.500
H 1.835 4.936 2.553
H 1.084 2.711 3.317
H -1.740 -1.040 2.046
H -2.042 -2.580 0.089
H -2.134 1.172 0.378
H -3.537 3.017 0.759
H -2.186 3.418 -0.315
H -3.656 4.409 -0.330
H -5.230 1.242 -3.548
H -5.599 -0.800 -4.889
H -4.464 -2.897 -4.332
H -2.914 -3.023 -2.415
H -0.557 -1.975 -2.006
H -0.499 -4.085 -0.548
H 0.802 -3.330 0.370
H 0.871 -3.858 -2.638
H 2.218 -3.260 -1.665
H 0.881 -5.986 -1.338
H 2.216 -5.369 -0.340
H 2.393 -5.763 -3.117
*
```

E_HOMO: -8.14 eV
Energy: -1571.91452 Eh
HOMO-LUMO gap: 8.7 eV
SMILES string: CCO[C@H]1OC(C(=O)NCc2ccccc2)=C[C@@H](c2cn(C(C)=O)c3ccccc23)[C@@H]1CCCO
E_LUMO: 0.5 eV
Energy above the lowest of the compared OMol25 structures with the same formula, charge and spin: 2.4 kcal per mole